Here is C15H29N2OTl as an isolated structure in a non-equilibrium geometry from the Open Molecules 2025 dataset. Energies are from ωB97M-V/def2-TZVPD.

Calculated values
E_HOMO (spin up / spin down), eV: -15.13 / -15.12
E_tot, a.u.: -945.48745
ΔE to the lowest compared entry with this formula, charge and spin, kcal/mol: 64.73
Total charge: +2
Gap between HOMO and LUMO (spin up / spin down), eV: 6.065 / 6.075

Each line ends with the Löwdin charge.
Positions of all 48 atoms, in Å:
C1 0.6126 -2.4773 -0.5728  -0.20
H1 -0.1846 -3.1642 -0.6125  0.06
H2 1.3996 -2.2749 -1.3519  0.10
H3 0.5673 -1.8149 -1.4951  -0.02
C2 1.3083 -2.4355 0.7714  -0.29
H4 1.7057 -1.4450 0.8958  0.06
H5 0.6102 -2.5139 1.6072  0.11
C3 2.4396 -3.4566 1.2013  -0.07
H6 2.7681 -3.2580 2.2473  0.09
H7 2.0343 -4.4836 1.1346  0.08
H8 3.3125 -3.3888 0.5256  0.07
C4 0.4639 2.3993 -0.1581  -0.12
C5 1.6404 1.8315 0.3678  -0.10
C6 2.2814 1.1168 -0.6751  -0.11
C7 1.4815 1.2290 -1.8545  -0.14
C8 0.3531 2.0132 -1.5201  -0.19
C9 -0.8050 2.2635 -2.4022  -0.05
C10 1.6498 0.4325 -3.0927  0.01
C11 3.4564 0.2179 -0.5158  0.01
C12 2.0650 1.8768 1.7959  0.02
C13 -0.5567 3.1224 0.6101  0.02
Tl1 -1.4260 -0.7070 -1.1740  1.12
H9 0.6891 0.2453 -3.5755  0.08
H10 2.2807 0.9441 -3.8129  0.12
H11 2.1057 -0.5411 -2.8906  0.09
H12 -0.9704 1.4173 -3.0856  0.05
H13 -1.7194 2.4086 -1.8153  0.08
H14 -0.6804 3.1531 -3.0393  0.13
H15 -0.4562 2.9793 1.6965  0.10
H16 -0.4828 4.1978 0.4212  0.13
H17 -1.5824 2.8264 0.3453  0.10
H18 2.7192 1.0375 2.0915  0.09
H19 2.6004 2.8104 2.0221  0.12
H20 1.2173 1.8223 2.5004  0.10
H21 3.1681 -0.8511 -0.6827  0.09
H22 4.2842 0.4592 -1.2357  0.13
H23 3.8569 0.2523 0.5252  0.10
C14 -4.5000 -1.9332 0.2570  -0.06
N1 -4.4630 -0.8773 1.2026  0.03
C15 -3.3635 -0.2546 1.6682  -0.59
N2 -3.5866 0.6067 2.6801  0.20
O1 -2.1999 -0.3598 1.2003  -0.18
H24 -3.4772 -2.0704 -0.0586  0.01
H25 -5.1347 -1.6518 -0.5867  0.11
H26 -4.8633 -2.8463 0.7184  0.11
H27 -5.3382 -0.6289 1.6285  0.15
H28 -2.7592 0.9901 3.0788  0.11
H29 -4.5217 0.7808 3.0146  0.13

Forces on atoms 1 to 3 (eV/Å):
C 1.228 0.675 -0.196
H -0.106 -1.559 -1.207
H 2.206 -3.817 -0.025